[1]
The following is a quantum chemistry calculation of a cluster of 9 separate species, C36H89BNO12 in total, from OMol25.

```
139
Properties=species:S:1:pos:R:3:forces:R:3
C -0.960 -1.783 3.088 0.78 -0.52 0.99
C -1.921 -1.380 2.308 -0.98 0.58 -1.50
C -1.709 -0.971 0.856 -0.53 1.26 2.33
N -1.477 -2.218 0.083 0.74 -0.18 -0.31
C 0.003 -2.447 -0.066 0.91 -0.45 -0.23
C 0.315 -3.471 -1.148 -0.74 0.28 -0.18
C 1.762 -3.922 -1.098 0.05 -0.21 0.67
C 1.887 -5.438 -1.023 -0.14 0.36 0.02
C 1.315 -5.995 0.260 -0.73 -0.31 -0.20
O 1.763 -7.323 0.461 -0.22 0.05 0.20
O -0.043 -2.946 -2.423 0.43 -0.09 -0.05
C -1.120 -2.043 -2.363 -0.36 0.35 0.32
C -2.108 -2.388 -1.261 -0.11 0.17 -1.22
B -3.559 -1.754 -1.496 -0.27 0.42 0.94
O -3.881 -1.068 -2.627 0.10 -0.71 -0.47
O -4.490 -1.921 -0.505 0.08 -0.27 -0.21
C -4.911 -3.267 -0.271 -0.15 -0.28 0.55
C -5.788 -3.343 0.945 0.01 -0.32 -0.03
H 0.069 -1.491 2.962 0.37 -0.54 -0.39
H -1.235 -2.427 3.901 0.24 0.40 0.94
H -2.928 -1.342 2.686 -0.52 -0.73 -0.21
H -2.571 -0.374 0.585 -0.20 -0.39 -0.86
H -0.865 -0.298 0.880 0.56 -0.05 -0.73
H -1.773 -2.995 0.678 -0.33 0.18 0.10
H 0.413 -2.802 0.866 -0.19 -0.06 0.49
H 0.527 -1.527 -0.298 -0.27 0.38 -0.08
H -0.325 -4.336 -0.967 -0.09 -0.28 0.07
H 2.332 -3.516 -1.920 -0.01 0.19 -0.31
H 2.180 -3.532 -0.173 0.37 0.27 0.07
H 1.322 -5.838 -1.857 0.17 -0.45 -0.30
H 2.924 -5.738 -1.087 0.28 -0.09 -0.18
H 1.508 -5.351 1.122 0.40 0.02 0.14
H 0.229 -6.032 0.153 -0.24 0.16 0.11
H 1.035 -7.787 0.896 0.44 -0.10 -0.05
H -1.665 -2.066 -3.298 0.15 -0.12 -0.35
H -0.779 -1.016 -2.225 0.20 0.22 -0.06
H -2.270 -3.454 -1.389 -0.10 -0.38 0.20
H -4.093 -1.715 -3.325 0.04 0.71 -0.19
H -5.449 -3.649 -1.134 -0.09 0.07 -0.28
H -4.080 -3.956 -0.101 0.45 0.19 -0.12
H -5.862 -4.386 1.228 -0.21 -0.28 0.05
H -5.331 -2.837 1.782 0.04 0.35 0.21
H -6.781 -2.972 0.746 -0.23 0.29 0.10
C -1.881 -0.255 -7.461 -0.25 0.03 -0.02
C -1.572 -0.737 -6.055 0.44 -0.08 -0.43
C -0.101 -0.549 -5.715 0.00 -0.01 0.28
O -1.930 -2.118 -5.915 -0.20 0.04 0.30
H -1.310 -0.823 -8.200 0.11 0.05 0.04
H -2.937 -0.397 -7.693 -0.01 0.03 0.05
H -1.636 0.803 -7.574 0.05 -0.02 -0.02
H -2.185 -0.189 -5.337 -0.07 -0.11 0.05
H 0.540 -1.123 -6.389 -0.07 0.05 -0.11
H 0.100 -0.910 -4.705 0.03 0.05 0.01
H 0.191 0.500 -5.778 -0.01 -0.01 -0.03
H -1.400 -2.627 -6.540 -0.05 0.04 0.04
C 0.061 4.230 -6.198 -0.03 -0.24 0.07
C 1.347 3.532 -6.616 -0.04 0.68 -0.14
C 2.567 4.398 -6.341 0.10 -0.18 0.01
O 1.286 3.198 -8.004 -0.01 -0.29 0.03
H -0.077 5.156 -6.760 0.06 0.03 0.03
H -0.803 3.600 -6.407 -0.02 0.02 0.04
H 0.070 4.469 -5.133 0.00 0.04 -0.01
H 1.443 2.587 -6.077 0.02 -0.08 -0.13
H 2.512 5.330 -6.910 -0.09 0.03 0.06
H 3.478 3.886 -6.651 0.00 -0.02 0.05
H 2.651 4.644 -5.283 0.04 0.04 -0.02
H 1.201 4.021 -8.500 0.01 -0.06 0.05
C -1.303 -7.028 6.522 0.09 -0.11 -0.14
C -0.922 -5.634 6.049 -0.51 -0.07 0.36
C -1.302 -4.574 7.071 0.13 0.23 -0.08
O -1.570 -5.351 4.803 0.17 0.11 -0.28
H -2.383 -7.099 6.674 0.01 0.07 0.08
H -1.031 -7.774 5.774 0.05 0.01 0.02
H -0.805 -7.277 7.459 -0.02 0.00 0.01
H 0.151 -5.593 5.859 -0.02 0.05 -0.18
H -2.383 -4.569 7.237 0.00 -0.12 0.05
H -1.027 -3.580 6.713 0.07 -0.02 0.01
H -0.806 -4.750 8.027 -0.03 -0.01 0.01
H -2.521 -5.384 4.958 0.08 -0.04 0.04
C -0.304 0.587 8.238 -0.21 -0.05 -0.01
C 0.313 -0.698 7.709 0.35 0.50 -0.05
C 1.820 -0.712 7.906 0.03 -0.21 -0.06
O 0.006 -0.845 6.317 -0.19 -0.26 -0.10
H 0.099 1.453 7.705 0.11 -0.02 0.05
H -1.384 0.585 8.083 0.00 -0.04 0.04
H -0.105 0.713 9.302 0.02 0.03 -0.01
H -0.132 -1.554 8.218 -0.08 -0.06 -0.16
H 2.291 0.112 7.365 -0.03 0.09 0.12
H 2.248 -1.638 7.516 -0.05 -0.04 0.05
H 2.082 -0.625 8.961 0.04 0.06 -0.01
H 0.395 -0.094 5.853 0.00 -0.03 0.10
C -4.601 2.959 -5.724 0.07 -0.03 0.20
C -4.400 4.263 -6.479 -0.18 -0.46 -0.33
C -5.528 4.521 -7.466 0.01 0.16 -0.02
O -3.148 4.219 -7.163 0.09 0.20 0.09
H -4.612 2.116 -6.422 -0.09 0.03 -0.04
H -3.775 2.794 -5.029 -0.02 0.04 0.02
H -5.535 2.956 -5.161 -0.01 -0.02 -0.02
H -4.339 5.091 -5.771 0.16 0.04 -0.04
H -5.575 3.722 -8.211 -0.02 -0.07 0.07
H -5.359 5.454 -8.002 0.00 0.02 0.05
H -6.493 4.579 -6.960 0.00 -0.02 -0.01
H -3.182 3.491 -7.796 -0.03 0.08 0.01
C -2.803 3.386 1.684 -0.03 -0.15 -0.16
C -1.998 2.472 2.595 0.08 0.63 0.05
C -1.987 2.982 4.026 0.06 -0.21 0.11
O -0.656 2.354 2.109 -0.04 -0.35 -0.08
H -2.366 4.387 1.663 -0.02 0.02 0.10
H -2.797 3.011 0.659 -0.03 -0.02 0.01
H -3.838 3.467 2.018 0.01 0.03 0.01
H -2.417 1.463 2.564 0.10 -0.06 0.01
H -1.524 3.971 4.076 -0.08 0.05 -0.06
H -1.403 2.319 4.665 -0.05 -0.04 0.00
H -2.998 3.052 4.430 0.01 0.03 0.00
H -0.258 3.233 2.120 -0.03 -0.07 0.00
C 6.681 0.153 9.911 -0.08 0.01 0.18
C 5.493 -0.212 9.034 0.51 0.22 -0.30
C 5.930 -0.992 7.803 -0.16 -0.11 -0.05
O 4.806 0.975 8.634 -0.25 -0.08 0.06
H 7.381 0.788 9.363 0.02 -0.08 -0.07
H 6.351 0.716 10.785 -0.03 -0.04 0.01
H 7.212 -0.736 10.251 0.02 0.01 -0.01
H 4.782 -0.806 9.609 -0.12 0.12 -0.01
H 6.609 -0.392 7.191 0.08 0.00 0.08
H 5.067 -1.239 7.182 -0.02 -0.03 0.04
H 6.438 -1.917 8.078 0.02 0.01 -0.02
H 5.424 1.512 8.124 -0.03 -0.03 0.07
C 5.562 7.604 -6.605 -0.19 0.03 0.00
C 5.825 7.110 -5.191 0.40 -0.13 -0.41
C 7.288 7.276 -4.809 -0.01 0.00 0.19
O 5.443 5.738 -5.076 -0.17 0.01 0.17
H 6.149 7.029 -7.327 0.09 0.04 0.04
H 4.511 7.475 -6.866 -0.01 0.03 0.04
H 5.821 8.658 -6.712 0.02 -0.01 -0.02
H 5.199 7.662 -4.489 -0.07 -0.12 0.05
H 7.927 6.691 -5.476 -0.03 0.06 -0.08
H 7.461 6.914 -3.795 -0.03 0.04 0.01
H 7.596 8.321 -4.863 0.02 -0.01 -0.02
H 5.985 5.228 -5.690 -0.03 0.06 0.04
```
Forces are in eV/Å.

charge: +1

Löwdin atomic charge list, values in e, 99 entries: 0.050, -0.147, -0.103, -0.008, -0.040, -0.312, -0.118, -0.163, -0.287, -0.045, -0.052, -0.150, -0.094, -0.593, 0.204, 0.083, -0.239, -0.052, 0.087, 0.066, 0.109, 0.130, 0.128, 0.181, 0.129, 0.155, 0.137, 0.131, 0.116, 0.126, 0.125, 0.120, 0.109, 0.094, 0.117, 0.147, 0.159, 0.143, 0.132, 0.113, 0.085, 0.075, 0.086, -0.052, -0.493, -0.039, -0.066, 0.087, 0.080, 0.077, 0.131, 0.092, 0.062, 0.071, 0.092, -0.062, -0.502, -0.068, -0.057, 0.087, 0.052, 0.082, 0.120, 0.080, 0.078, 0.079, 0.087, -0.062, -0.495, -0.058, -0.075, 0.083, 0.079, 0.083, 0.137, 0.085, 0.063, 0.085, 0.083, -0.057, -0.494, -0.063, -0.080, 0.081, 0.078, 0.084, 0.130, 0.080, 0.079, 0.083, 0.080, -0.065, -0.495, -0.060, -0.065, 0.076, 0.074, 0.080, 0.139



[2]
The following is a quantum chemistry calculation of a structure of composition C41H44BN10S3SbSe4Ti, from OMol25.

```
105
Properties=species:S:1:pos:R:3:forces:R:3
Ti -0.136 -0.305 -2.168 -0.08 -0.08 0.57
N 1.478 -0.140 -1.158 -0.03 -0.29 -0.04
S 2.158 -0.129 0.149 0.17 0.08 0.02
N 1.422 -0.473 1.503 0.01 -0.09 -0.05
S 0.495 0.553 2.372 0.03 0.23 0.01
N -0.049 1.807 1.462 -0.06 0.02 -0.09
S -1.126 1.539 0.339 0.17 0.02 0.15
N -1.073 0.429 -0.624 -0.09 0.21 -0.47
C -1.073 3.127 -0.503 -0.06 -0.07 -0.12
C -0.312 4.200 -0.075 0.03 0.03 0.05
C -0.297 5.364 -0.832 0.00 -0.02 -0.01
C -1.036 5.444 -2.004 0.00 -0.02 0.00
C -1.787 4.356 -2.430 0.01 0.02 0.00
C -1.804 3.190 -1.682 -0.01 -0.04 -0.01
C -2.764 1.659 1.045 -0.06 0.02 0.05
C -2.977 2.386 2.205 -0.01 0.01 0.04
C -4.269 2.511 2.692 0.05 -0.01 0.01
C -5.327 1.914 2.018 -0.02 0.00 0.00
C -5.098 1.196 0.852 -0.01 -0.02 -0.01
C -3.809 1.068 0.356 0.01 0.03 -0.03
C 1.881 1.582 3.107 -0.10 -0.18 -0.02
C 2.766 0.850 3.893 0.10 0.01 0.05
C 3.743 1.489 4.640 -0.06 -0.01 -0.04
C 3.829 2.877 4.623 0.06 0.05 0.05
C 2.929 3.610 3.867 -0.04 -0.03 -0.01
C 1.951 2.964 3.117 0.01 0.07 0.00
C -1.491 -0.780 2.215 0.00 -0.23 0.04
C -2.303 -1.567 1.382 -0.03 0.07 0.01
C -3.235 -2.478 1.871 0.00 0.00 -0.06
C -3.396 -2.652 3.241 0.01 0.02 0.00
C -2.614 -1.893 4.101 -0.02 0.00 0.02
C -1.688 -0.991 3.581 0.03 -0.01 0.04
C 3.082 1.408 0.251 0.07 0.04 0.00
C 2.652 2.450 -0.551 -0.06 0.00 -0.04
C 3.338 3.657 -0.513 -0.02 -0.03 -0.02
C 4.451 3.799 0.301 0.01 0.02 -0.01
C 4.896 2.731 1.073 0.02 -0.02 0.02
C 4.214 1.527 1.047 -0.05 -0.01 0.01
C 3.495 -1.313 0.190 -0.05 0.04 0.00
C 3.661 -2.209 1.234 -0.01 -0.05 0.04
C 4.720 -3.105 1.184 -0.01 0.02 0.01
C 5.595 -3.085 0.104 0.00 -0.01 0.01
C 5.415 -2.180 -0.931 -0.02 0.01 -0.02
C 4.355 -1.285 -0.898 0.01 -0.01 -0.03
H 0.287 4.105 0.818 -0.01 0.00 0.01
H 0.312 6.201 -0.514 0.00 -0.01 0.00
H -1.005 6.346 -2.602 0.00 -0.01 0.00
H -2.329 4.397 -3.365 0.00 0.00 0.01
H -2.342 2.316 -2.031 0.00 0.02 0.00
H -2.134 2.824 2.725 0.00 0.00 -0.01
H -4.449 3.063 3.607 0.01 0.00 0.00
H -6.335 2.005 2.407 0.01 0.00 0.00
H -5.918 0.721 0.328 0.01 0.00 0.01
H -3.598 0.506 -0.545 -0.01 -0.02 0.01
H 2.698 -0.233 3.895 0.00 0.01 0.01
H 4.442 0.909 5.232 -0.01 -0.01 -0.01
H 4.595 3.383 5.199 0.00 -0.01 0.00
H 2.994 4.692 3.848 -0.01 -0.01 -0.01
H 1.252 3.532 2.520 0.00 0.01 -0.01
H -2.238 -1.441 0.305 0.00 -0.01 -0.01
H -3.846 -3.045 1.172 0.00 0.01 0.02
H -4.124 -3.357 3.629 0.00 0.00 0.00
H -2.728 -2.001 5.176 0.01 0.00 -0.01
H -1.080 -0.428 4.295 0.01 0.00 -0.02
H 1.816 2.303 -1.226 -0.01 -0.01 -0.01
H 3.014 4.468 -1.152 0.00 -0.01 0.01
H 4.993 4.737 0.317 0.00 -0.01 0.00
H 5.776 2.837 1.695 -0.01 -0.01 0.00
H 4.556 0.688 1.639 0.00 0.00 0.01
H 2.961 -2.195 2.059 0.00 -0.01 -0.01
H 4.862 -3.817 1.989 0.00 0.00 0.00
H 6.419 -3.789 0.067 -0.01 0.01 0.00
H 6.073 -2.179 -1.790 0.00 0.00 0.01
H 4.191 -0.594 -1.716 -0.01 0.01 -0.02
C -2.695 -5.099 -1.174 -0.02 -0.02 -0.01
N -1.517 -4.293 -0.922 -0.01 0.03 0.02
C -0.757 -4.502 0.300 0.04 -0.03 -0.02
C -1.171 -3.258 -1.736 0.07 -0.06 -0.08
N -0.392 -2.297 -1.386 -0.03 0.16 0.03
N -1.668 -3.324 -3.018 -0.02 0.03 -0.04
C -1.228 -2.559 -4.087 -0.01 -0.01 0.08
N -1.644 -3.067 -5.311 -0.01 -0.01 -0.02
N -0.502 -1.533 -3.940 0.09 0.07 0.08
H -3.069 -5.470 -0.222 0.00 0.01 -0.01
H -2.484 -5.962 -1.819 -0.01 0.01 0.01
H -3.492 -4.495 -1.614 0.01 0.00 0.00
H -0.955 -5.514 0.652 0.00 0.01 0.00
H -1.024 -3.796 1.089 -0.01 0.01 0.00
H 0.312 -4.422 0.090 -0.03 0.01 0.01
H -0.117 -2.322 -0.411 -0.06 0.02 0.03
H -2.213 -4.130 -3.266 0.04 -0.01 0.00
H -2.649 -3.196 -5.344 0.02 0.01 -0.01
H -1.317 -2.487 -6.076 0.02 -0.01 0.01
H -0.237 -1.112 -4.835 -0.08 0.00 -0.05
Se 4.230 1.522 -4.631 -0.02 0.01 -0.01
Sb 2.345 0.020 -4.852 0.17 -0.02 -0.11
Se 2.678 -2.126 -3.740 0.01 0.03 -0.01
Se 0.394 1.435 -3.710 0.00 0.15 0.04
Se 1.174 -0.337 -6.970 -0.06 -0.03 -0.02
B -4.760 -1.933 -2.798 0.02 -0.07 0.05
C -3.503 -0.965 -2.724 -0.05 0.10 -0.17
N -2.556 -0.301 -2.722 0.00 -0.15 0.13
H -5.769 -1.278 -2.960 0.01 0.01 0.00
H -4.581 -2.696 -3.741 0.00 0.00 0.00
H -4.814 -2.559 -1.751 0.01 0.00 0.00
```
Forces are in eV/Å.

charge: -2
energy relative to the best compared isomer or geometry (same formula, charge and spin): 0.724 eV

Löwdin atomic charge list, values in e, 99 entries: 0.479, -0.404, 0.759, -0.453, 0.933, -0.457, 0.749, -0.369, -0.282, -0.070, -0.083, -0.086, -0.079, -0.105, -0.302, -0.063, -0.086, -0.093, -0.059, -0.057, -0.339, -0.119, -0.101, -0.116, -0.096, -0.088, -0.210, -0.171, -0.125, -0.135, -0.133, -0.183, -0.283, -0.057, -0.059, -0.084, -0.083, -0.072, -0.304, -0.079, -0.096, -0.094, -0.072, -0.112, 0.078, 0.099, 0.097, 0.108, 0.092, 0.108, 0.095, 0.093, 0.107, 0.083, 0.100, 0.095, 0.090, 0.098, 0.076, 0.059, 0.090, 0.081, 0.080, 0.062, 0.066, 0.108, 0.096, 0.101, 0.115, 0.091, 0.092, 0.094, 0.111, 0.068, -0.054, -0.132, -0.036, -0.394, 0.088, 0.169, -0.492, 0.159, -0.036, 0.086, 0.088, 0.068, 0.087, 0.075, 0.097, 0.061, 0.126, 0.086, 0.080, -0.071, -0.297, -0.289, -0.113, 0.146, -0.267



Number 1: Kohn-Sham gap 0.33088 Ha, total energy -2407.28832 hartree, largest force on an atom 2.70 eV/A. Number 2: Kohn-Sham gap 0.20446 Ha, total energy -14051.18318 hartree, largest force on an atom 0.58 eV/A.